[1]
Here is a 2-piece molecular cluster, C3H8N2O2 overall from OMol25. Energies are from the ωB97M-V functional and the def2-TZVPD basis.

```
15
Properties=species:S:1:pos:R:3:forces:R:3:mulliken_charge:R:1
N 2.621335 0.717944 0.197120 0.20 0.14 0.09 -0.760
C -0.525459 1.012853 0.097513 0.20 0.23 0.01 0.496
O 0.004922 2.098363 0.173880 -0.25 -0.41 -0.03 -0.618
N -0.029858 -0.125356 -0.467067 0.12 0.16 0.07 -0.140
C -0.915039 -1.253227 -0.299360 -0.09 -0.14 0.00 -0.392
C -2.031226 -0.634217 0.569874 -0.10 -0.25 0.01 -0.292
O -1.770724 0.768410 0.592070 0.05 0.13 -0.05 -0.351
H 2.157481 1.596443 -0.033742 0.06 -0.09 0.01 0.227
H 3.606025 0.806565 -0.033383 -0.11 -0.01 0.00 0.219
H 0.988333 -0.189740 -0.531856 -0.22 0.00 0.01 0.408
H -0.422204 -2.091357 0.204637 -0.08 0.13 -0.05 0.267
H -1.298503 -1.612288 -1.261823 0.06 0.06 0.13 0.228
H -2.005076 -1.009261 1.598574 -0.01 0.06 -0.13 0.236
H -3.030347 -0.790893 0.159751 0.13 0.00 0.04 0.262
H 2.560395 0.646374 1.209643 0.05 -0.03 -0.10 0.209
```
Forces are in eV/Å.

The SMILES is O=C1NCCO1.N. The relative energy (zero: lowest compared OMol25 entry of this formula, charge and spin) comes out at 29.1 kJ/mol. The value obtained for the LUMO energy is 0.856 eV. As for the total energy: -379.12991 a.u.


[2]
Here is C54H58HfN7O3S as an isolated structure from OMol25. Energies are from the ωB97M-V functional and the def2-TZVPD basis.

```
124
Properties=species:S:1:pos:R:3:forces:R:3:mulliken_charge:R:1
Hf 0.138936 0.525597 -0.545362 -0.20 -0.44 0.06 0.885
C 4.808877 1.019348 2.773591 -0.02 0.00 -0.01 -1.039
C 3.845297 2.016446 2.782297 0.03 -0.01 0.00 -0.808
C 2.973232 2.160903 1.710551 0.02 0.00 -0.02 -0.948
C 3.043042 1.299851 0.615084 -0.04 -0.01 0.01 -0.466
C 4.023001 0.313888 0.611281 0.03 -0.01 0.00 0.166
C 4.899569 0.173983 1.675785 -0.02 0.00 0.01 -0.625
N 2.072175 1.383724 -0.433021 -0.05 -0.03 -0.01 1.050
C 2.483672 1.775132 -1.714170 0.03 0.03 0.03 0.631
C 3.803331 1.859798 -2.165505 0.01 0.00 0.03 -0.756
C 4.065786 2.218695 -3.476329 -0.04 0.01 -0.02 -0.982
C 3.035026 2.471762 -4.377391 0.04 0.00 0.03 -1.051
C 1.725932 2.405144 -3.938422 -0.03 0.02 0.00 -0.504
C 1.446603 2.117714 -2.604498 -0.04 0.06 0.00 0.274
N 0.118819 1.949746 -2.096902 0.11 0.13 0.01 -0.437
N -0.636410 3.157789 -1.690248 -0.08 0.02 0.02 1.172
C -2.011115 2.658380 -1.456822 0.05 -0.01 -0.02 0.247
C -3.134125 3.383086 -1.770619 -0.04 -0.01 0.00 -0.665
C -4.370019 2.780536 -1.544183 0.03 -0.01 0.01 -1.180
C -4.417180 1.494789 -1.041286 0.06 0.03 -0.02 -1.269
C -3.224686 0.860541 -0.735395 0.01 -0.01 -0.02 -0.071
N -2.037574 1.448013 -0.913264 0.01 0.05 0.01 1.153
H 5.488402 0.908357 3.607536 0.00 0.00 0.00 0.436
H 3.773333 2.694726 3.623277 0.00 0.00 0.00 0.491
H 2.215425 2.932210 1.748838 -0.01 0.04 -0.02 0.296
H 4.089984 -0.349284 -0.235132 0.00 0.02 -0.02 0.623
H 5.650993 -0.604804 1.649920 0.01 0.00 0.00 0.482
H 4.619658 1.641972 -1.491747 0.01 0.00 0.00 0.577
H 5.093991 2.278240 -3.808033 0.01 0.00 0.00 0.469
H 3.253106 2.704357 -5.409849 0.00 0.00 -0.01 0.472
H 0.909362 2.568792 -4.630392 0.00 0.00 0.00 0.514
H -3.082429 4.371988 -2.196645 0.00 0.00 0.00 0.543
H -5.279033 3.312812 -1.788840 0.00 0.01 0.00 0.500
H -5.352390 0.973838 -0.893691 0.00 -0.02 0.01 0.665
H -3.212615 -0.153575 -0.364548 -0.01 0.04 -0.03 -0.292
C 1.239438 4.395892 -0.413496 -0.02 0.01 0.01 -1.785
C -0.219947 3.976065 -0.392844 0.03 -0.04 0.07 0.281
C -0.620532 4.117272 -2.839254 0.01 -0.02 0.00 -1.422
C -0.778867 3.584979 1.012534 -0.01 0.05 -0.11 0.278
C -1.446676 4.694977 1.537482 0.00 0.01 0.01 -0.094
C -1.942676 4.746839 2.825032 0.01 -0.04 0.00 -1.522
C -1.843525 3.626497 3.614918 -0.02 0.08 -0.02 -0.440
C -1.242289 2.461069 3.151093 0.02 -0.10 -0.01 0.955
C -1.364151 1.253442 4.080685 0.03 0.02 -0.01 1.650
C -2.829306 0.979597 4.439296 0.01 0.01 0.01 -1.574
C -0.524789 1.433577 5.348604 -0.02 -0.01 0.00 -1.569
C -0.641820 2.452200 1.872238 0.02 -0.05 0.02 -0.782
N -0.031462 1.240194 1.430905 0.17 0.00 -0.17 1.167
C 0.724719 0.487983 2.203031 0.00 0.03 0.03 -1.634
C 1.189499 -0.866150 2.033628 0.04 -0.05 0.03 1.416
C 1.709548 -1.359033 3.271389 -0.01 0.03 -0.03 -0.997
C 2.020206 -2.666667 3.490031 -0.01 -0.04 -0.03 -1.284
C 1.804943 -3.579664 2.445644 0.00 0.03 0.05 -1.116
C 1.384438 -3.157312 1.213974 -0.03 0.01 -0.03 -0.417
C 1.130492 -1.801459 0.914299 0.00 0.02 0.00 0.770
N 0.847970 -1.430831 -0.369941 -0.15 0.21 0.08 1.040
C 0.988763 -2.284859 -1.526610 -0.01 0.02 0.04 -0.535
C 2.201707 -2.943076 -1.820668 0.04 0.00 0.05 0.652
C 2.271340 -3.734515 -2.958307 -0.03 -0.01 -0.05 0.076
C 1.208412 -3.848686 -3.835587 0.01 0.02 0.04 -1.627
C 0.052341 -3.143746 -3.579251 0.02 -0.03 0.01 -0.235
C -0.084568 -2.359332 -2.436665 -0.10 -0.01 0.03 0.006
C -1.428585 -1.658773 -2.276587 0.16 0.04 -0.05 3.303
C -1.668083 -0.651417 -3.410074 0.01 -0.01 0.03 -1.908
C -2.580008 -2.668122 -2.241035 0.01 0.06 -0.05 -2.314
C 3.483910 -2.780670 -1.022862 -0.01 0.00 0.00 2.029
C 4.051899 -4.112926 -0.527177 0.02 0.00 -0.01 -1.885
C 4.526744 -2.056210 -1.883166 0.00 -0.01 0.00 -1.788
H 1.911964 3.578444 -0.205997 0.01 -0.01 0.03 0.360
H 1.354681 5.152694 0.363331 0.00 0.00 0.00 0.506
H 1.519583 4.854271 -1.360216 0.00 0.01 -0.01 0.312
H -0.792760 4.874448 -0.600877 -0.01 -0.01 -0.02 0.789
H -1.082245 3.620124 -3.687148 0.00 0.00 0.00 0.332
H 0.412540 4.350391 -3.064763 -0.01 0.01 0.00 0.557
H -1.153770 5.025021 -2.577968 0.00 0.01 -0.01 0.520
H -1.563051 5.579004 0.923464 0.00 0.00 0.00 0.460
H -2.422673 5.645063 3.186617 -0.01 0.01 0.01 0.466
H -2.268723 3.637146 4.609201 0.00 0.00 0.01 0.434
H -1.009354 0.356363 3.578836 0.01 0.00 -0.01 -0.482
H -3.460947 0.909081 3.551188 0.00 0.00 -0.01 0.242
H -3.243674 1.762063 5.074743 -0.01 0.00 0.01 0.431
H -2.907436 0.038451 4.983685 0.00 0.00 0.00 0.428
H -0.872110 2.291982 5.925217 0.00 0.00 0.01 0.369
H 0.531593 1.600883 5.126741 0.01 0.00 0.00 0.309
H -0.607125 0.551007 5.983474 0.00 0.00 0.01 0.416
H 1.005497 0.910935 3.161161 -0.01 0.02 0.00 -0.038
H 1.821484 -0.650664 4.083490 0.00 0.02 0.00 0.476
H 2.387506 -2.993888 4.451329 0.00 -0.01 0.00 0.512
H 1.975704 -4.636337 2.607196 0.01 -0.01 0.01 0.532
H 1.240180 -3.873407 0.416498 0.00 0.01 0.01 1.217
H 3.192746 -4.259223 -3.174700 0.01 0.00 0.00 0.431
H 1.285512 -4.472433 -4.715342 0.00 -0.01 -0.01 0.459
H -0.779311 -3.222992 -4.265704 -0.01 0.00 -0.01 0.472
H -1.455038 -1.138908 -1.295091 0.02 -0.07 0.05 -1.626
H -1.728180 -1.183516 -4.358831 0.00 -0.01 0.00 0.606
H -0.878301 0.096433 -3.502471 0.01 0.01 -0.01 0.120
H -2.623775 -0.140858 -3.270770 -0.01 0.01 -0.01 0.457
H -2.701795 -3.133755 -3.218764 -0.03 0.00 0.01 0.518
H -3.532711 -2.197300 -1.996422 0.00 0.01 0.01 0.400
H -2.402411 -3.455260 -1.519068 0.00 -0.02 -0.04 0.370
H 3.280969 -2.166197 -0.148178 -0.01 -0.01 -0.01 -1.040
H 4.376372 -4.738330 -1.359319 0.00 0.00 -0.01 0.408
H 3.324244 -4.681737 0.050281 0.01 0.00 -0.01 0.292
H 4.922512 -3.934646 0.106172 0.00 -0.01 0.01 0.456
H 4.808387 -2.667918 -2.740787 0.01 0.01 0.00 0.411
H 5.433965 -1.859090 -1.307240 0.01 0.00 0.00 0.392
H 4.143417 -1.108791 -2.270224 0.00 0.00 0.00 0.481
N -1.880241 -0.896549 1.418082 -0.02 -0.01 -0.03 0.526
C -2.794998 -1.979804 1.186507 -0.01 0.04 -0.02 0.227
C -2.309247 -3.271667 1.085519 0.01 -0.09 -0.03 -0.349
C -3.146329 -4.286764 0.638199 0.04 0.03 -0.01 -0.951
C -4.447177 -3.997695 0.265754 -0.18 0.11 0.03 -0.210
C -4.969488 -2.732381 0.506793 0.02 -0.09 0.03 -1.122
C -4.148207 -1.725303 0.980949 0.03 0.05 0.04 -0.208
S -5.391871 -5.134113 -0.754523 0.05 -0.18 -0.02 1.303
O -4.800429 -6.430485 -0.489574 -0.03 0.05 0.00 -0.710
O -6.766599 -4.958410 -0.336950 0.01 0.04 0.03 -0.703
O -5.086984 -4.585995 -2.073450 0.02 0.02 0.00 -0.651
H -1.138991 -1.224942 2.027138 0.01 0.03 0.01 0.125
H -2.353336 -0.139155 1.899365 0.01 0.04 0.03 -0.219
H -1.265952 -3.473639 1.305542 -0.02 -0.01 0.01 0.408
H -2.785726 -5.297560 0.496858 0.01 -0.02 0.01 0.504
H -6.014476 -2.550166 0.290529 -0.02 -0.03 -0.01 0.501
H -4.552478 -0.735554 1.183395 -0.01 -0.03 0.01 0.522
```
Forces are in eV/Å.

The relative energy (zero: lowest compared OMol25 entry of this formula, charge and spin) comes out at 0.0 kJ/mol. The value obtained for the LUMO energy is -4.142 eV. Its charge is +1. As for the total energy: -3147.55844 a.u.


[3]
Here is C24H14Br2F3N4O5Pd as an isolated structure at a distorted geometry from OMol25. Energies are from the ωB97M-V functional and the def2-TZVPD basis.

```
53
Properties=species:S:1:pos:R:3:forces:R:3:mulliken_charge:R:1
Pd 1.129420 -1.819155 0.736895 -1.46 1.82 -2.51 0.557
O 4.659082 1.266988 0.596175 0.61 -1.12 0.17 -0.671
C 3.906288 2.312311 0.325889 -1.01 1.06 -0.26 0.241
C 4.518399 3.583439 0.290699 -0.10 -0.67 0.11 -0.711
C 3.768721 4.715508 0.083833 -0.27 -0.17 -0.04 -0.417
C 2.388609 4.621752 -0.106879 -0.18 -0.21 -0.04 -0.799
C 1.776483 3.381241 -0.125484 0.18 0.75 -0.01 -0.476
C 2.513546 2.220728 0.068760 0.80 -0.46 0.30 0.400
C 1.849819 0.902591 0.014351 -0.12 -0.18 -0.24 1.027
O 2.467068 -0.130191 0.448003 0.08 -1.92 0.95 -1.026
N 0.682100 0.918495 -0.559027 -1.16 1.33 -0.92 -0.857
N -0.124795 -0.220694 -0.588384 1.35 -1.38 1.42 1.000
C -1.093302 -0.209403 0.579259 -0.44 -0.29 0.59 1.400
C -1.744348 -1.597960 0.668665 -0.11 0.16 0.02 0.682
C -3.048032 -1.792139 1.093415 0.28 -0.06 -0.28 -0.219
C -3.531086 -3.091277 1.172014 0.26 -0.09 -0.04 -0.659
C -2.698380 -4.141338 0.819420 -0.08 0.17 -0.07 -0.687
C -1.392585 -3.864446 0.444931 0.02 -0.31 -0.09 -0.430
N -0.934062 -2.620330 0.374898 1.28 0.08 0.96 -0.342
H 4.114560 0.445152 0.637037 0.19 0.56 -0.03 0.342
H 5.582867 3.623880 0.460576 0.11 0.04 0.01 0.449
H 4.243326 5.684282 0.077884 0.09 0.08 0.02 0.395
H 1.797194 5.513115 -0.237461 -0.06 0.12 -0.04 0.409
H 0.712735 3.297527 -0.279477 -0.07 0.02 -0.03 0.434
H -0.852982 0.296178 2.473588 0.08 -0.08 -0.22 0.442
H -3.667509 -0.953847 1.361922 -0.11 0.12 -0.01 0.390
H -4.539853 -3.273416 1.505582 -0.12 -0.05 0.03 0.488
H -3.045802 -5.160525 0.841984 0.00 -0.12 0.04 0.437
H -0.694307 -4.651126 0.185018 0.01 0.05 0.12 0.530
Br -3.109233 1.730199 2.642586 -0.09 0.02 -0.72 -0.065
C -3.027684 1.650873 0.739625 1.58 -1.32 -0.06 0.178
C -3.832646 2.445622 -0.066578 -0.51 0.47 -1.13 -0.476
C -3.725842 2.420173 -1.454642 -0.36 0.53 0.36 -0.009
Br -4.813702 3.600708 -2.458327 0.21 -0.32 0.16 -0.144
C -2.784049 1.594602 -2.131631 -0.05 -0.23 0.54 0.110
C -2.464638 1.517255 -3.495419 0.92 -0.74 0.14 -0.602
C -1.405901 0.678694 -3.899865 -1.30 0.92 -0.53 -0.823
C -0.657254 -0.045844 -3.015122 -0.07 -0.55 2.40 -0.156
N -1.006461 -0.029716 -1.688363 -0.19 1.30 -1.57 -0.472
C -2.024018 0.797975 -1.262511 0.15 -0.07 -0.38 0.710
C -2.105138 0.808545 0.117633 -0.66 0.82 1.14 -0.768
O -0.307401 0.016654 1.717988 -0.52 0.42 -0.45 -0.446
H -4.551216 3.108831 0.389862 -0.05 0.08 -0.01 0.493
H -2.998655 2.111904 -4.217385 -0.07 0.08 -0.14 0.448
H -1.160993 0.622627 -4.948280 0.08 -0.03 -0.06 0.447
H 0.175596 -0.670010 -3.288902 0.26 0.03 0.02 0.579
F 3.226434 -5.161909 3.370000 -0.01 0.05 0.12 -0.240
C 3.376330 -4.979612 2.061292 -0.05 0.02 0.14 0.761
F 3.063357 -6.131674 1.458201 -0.14 -0.04 -0.23 -0.257
F 4.662175 -4.724023 1.823302 0.02 0.12 -0.09 -0.241
C 2.472542 -3.826650 1.545815 0.25 -0.49 0.07 1.058
O 1.646390 -3.330768 2.332413 0.06 0.05 0.63 -0.721
O 2.608833 -3.461796 0.364222 0.51 -0.35 -0.26 -0.694
```
Forces are in eV/Å.

The relative energy (zero: lowest compared OMol25 entry of this formula, charge and spin) comes out at 226.6 kJ/mol. The value obtained for the LUMO energy (spin up / spin down) is -5.606 / -5.604 eV. Its charge is +1. As for the total energy: -7093.38617 a.u.


[4]
Here is a 2-piece molecular cluster, CHF2NO3 overall at a distorted geometry from OMol25. Energies are from the ωB97M-V functional and the def2-TZVPD basis.

```
8
Properties=species:S:1:pos:R:3:forces:R:3:mulliken_charge:R:1
C -0.500917 -0.367130 -0.127315 -1.29 3.23 -3.34 0.509
N 0.300802 -0.087549 1.085196 0.41 -1.38 0.34 1.064
O 1.231810 -0.852188 1.156115 0.69 -0.06 0.14 -0.520
O -0.016316 0.742290 1.869317 -0.79 0.90 0.07 -0.505
O 0.145849 1.381323 -1.265011 -1.96 -2.33 2.85 -0.574
F -0.015935 -1.302120 -0.879558 -0.82 0.19 0.67 -0.121
F -1.846730 -0.375267 -0.008563 3.11 0.05 -0.03 -0.152
H 0.701437 0.860642 -1.830182 0.66 -0.60 -0.70 0.299
```
Forces are in eV/Å.

The relative energy (zero: lowest compared OMol25 entry of this formula, charge and spin) comes out at 414.4 kJ/mol. The value obtained for the LUMO energy (spin up / spin down) is -2.171 / -2.159 eV. As for the total energy: -518.67817 a.u.